1.
Formula: C4H6N2O
Source: OMol25
Level of theory: ωB97M-V/def2-TZVPD

```
13
Properties=species:S:1:pos:R:3:forces:R:3
N 1.921538 0.607122 0.017576 0.00 -0.16 0.16
C 0.636101 0.113305 -0.395927 0.03 -0.04 -0.12
N -0.422594 1.099557 -0.263961 -0.10 0.03 -0.07
C -1.587427 0.441821 0.027102 0.04 -0.06 0.04
C -1.411252 -0.856847 0.381519 0.01 0.09 0.01
C 0.021615 -1.120997 0.312391 0.19 -0.30 0.02
O 0.680761 -2.075019 0.681878 -0.29 0.40 -0.15
H 2.628503 -0.074888 -0.238680 -0.03 0.08 0.05
H 1.953559 0.695375 1.029769 -0.01 0.00 -0.08
H 0.718420 -0.196460 -1.450438 -0.02 0.06 0.08
H -0.412811 1.928981 -0.837390 -0.04 -0.13 0.03
H -2.524150 0.988510 -0.018238 0.13 -0.09 0.03
H -2.171549 -1.539928 0.732242 0.11 0.11 0.00
```
Forces are in eV/Å.

HOMO-LUMO gap   9.34 eV
Energy above the lowest of the compared OMol25 structures with the same formula, charge and spin   21.74 kcal per mole
Largest force on an atom   0.01000 Eh/bohr
HOMO level   -8.727 eV
Net charge   0

2.
Formula: C3H5NOS
Source: OMol25
Level of theory: ωB97M-V/def2-TZVPD

```
11
Properties=species:S:1:pos:R:3:forces:R:3
C -0.966867 -1.964424 1.036940 -0.77 0.46 -1.15
C -0.788445 -1.013919 0.306637 2.96 3.51 -1.08
N 0.008418 0.200901 -0.254839 -2.55 -4.15 2.52
C -0.450826 0.945981 -1.396931 -0.28 -0.96 -1.69
S 0.828579 1.065007 0.878499 -0.28 0.44 0.55
O 2.158760 0.134019 1.061204 1.43 -0.24 1.61
H -1.502670 -2.800838 1.398358 0.14 -0.32 0.48
H 0.240039 0.719884 -2.250976 -0.66 0.50 0.51
H -1.490121 0.684237 -1.710627 0.83 0.11 0.46
H -0.413881 1.976433 -1.109192 -0.08 0.69 -0.42
H 2.377014 0.052720 2.040928 -0.73 -0.03 -1.80
```
Forces are in eV/Å.

HOMO-LUMO gap   8.88 eV
Energy above the lowest of the compared OMol25 structures with the same formula, charge and spin   110.83 kcal per mole
Largest force on an atom   0.10674 Eh/bohr
HOMO level   -8.252 eV
Net charge   0

3.
Formula: C5H14
Source: OMol25
Level of theory: ωB97M-V/def2-TZVPD

```
19
Properties=species:S:1:pos:R:3:forces:R:3
C 1.837531 1.411665 -1.103870 -0.99 0.52 -0.17
C 1.920110 0.748607 0.262890 -0.66 0.27 -0.11
C 0.862412 1.142778 1.304651 0.85 -0.58 1.96
H 0.831754 1.446652 -1.538197 -0.17 -0.83 0.17
H 2.469702 0.844101 -1.784249 0.21 0.57 -0.25
H 1.987598 2.499595 -1.094071 0.97 -0.28 0.15
H 1.862664 -0.328951 0.090466 0.08 -0.01 0.21
H 2.895887 0.964271 0.692481 0.17 -0.10 -0.10
H 1.361854 1.079168 2.295541 0.10 0.55 -0.36
H 0.399997 2.126791 1.288705 0.07 0.03 -0.53
H 0.125922 0.386816 1.551835 -0.65 -0.12 -0.97
C -1.500944 -1.914232 -0.012934 1.36 -2.36 -0.18
C -2.642319 -1.084401 -0.512279 -0.77 0.86 0.76
H -0.838394 -2.350296 -0.781884 -0.73 0.08 -0.41
H -0.682875 -1.579075 0.629706 -0.75 1.23 0.35
H -1.881578 -2.789535 0.532238 -0.04 0.09 -0.16
H -2.331535 -0.134308 -0.946993 -0.09 0.01 0.04
H -3.337244 -0.901464 0.321862 0.41 0.48 0.02
H -3.340540 -1.568181 -1.195900 0.64 -0.41 -0.42
```
Forces are in eV/Å.

HOMO-LUMO gap   12.17 eV
Energy above the lowest of the compared OMol25 structures with the same formula, charge and spin   18.62 kcal per mole
Largest force on an atom   0.05304 Eh/bohr
HOMO level   -11.049 eV
Net charge   0

4.
Formula: C11H13N2
Source: OMol25
Level of theory: ωB97M-V/def2-TZVPD

```
26
Properties=species:S:1:pos:R:3:forces:R:3
C 0.641381 3.057480 -0.143807 -0.81 -2.61 -0.39
C 1.748309 2.325612 -0.313081 -1.89 0.51 1.39
C 1.586571 0.845885 -0.320614 0.11 0.62 -0.75
C 1.505636 -0.020087 0.703951 -0.93 -0.09 -3.58
N 0.878953 -1.329506 0.351810 1.66 1.77 1.12
C 1.495431 -2.398549 -0.151970 0.99 0.98 0.51
C 0.534534 -3.308707 -0.509296 0.32 1.80 0.31
C -0.679783 -2.684915 -0.263079 1.38 -1.00 0.12
N -0.451863 -1.502411 0.315030 0.23 -1.24 -0.95
C -1.382557 -0.592770 0.888320 -4.24 -2.44 -0.34
C -2.076100 0.344937 -0.094580 0.66 2.24 2.48
C -1.151578 1.427713 -0.679304 0.09 0.93 0.43
C -0.620041 2.323287 0.143712 1.44 0.10 -2.17
H 0.517190 4.078978 -0.236711 0.63 2.11 -0.16
H 2.576439 2.880419 -0.579122 2.24 0.39 -0.50
H 1.348757 0.725073 -1.398773 0.07 -1.64 0.93
H 1.793231 0.262353 1.668319 0.01 -0.26 1.54
H 2.597549 -2.342812 -0.207916 -0.93 -0.42 -0.03
H 0.847520 -4.208509 -0.891477 -0.29 -2.09 -0.98
H -1.596115 -3.158388 -0.459381 -1.39 0.17 0.17
H -0.904587 -0.083070 1.598341 2.06 2.25 2.78
H -2.202213 -1.225143 1.547472 1.97 1.33 -1.99
H -2.957500 0.675819 0.531312 0.85 0.39 -1.10
H -2.406773 -0.184526 -0.869701 -1.87 -2.40 -3.00
H -0.768148 1.588713 -1.739750 -0.94 -1.28 1.20
H -0.874244 2.503124 1.110294 -1.42 -0.12 2.96
```
Forces are in eV/Å.

HOMO-LUMO gap   9.33 eV
Energy above the lowest of the compared OMol25 structures with the same formula, charge and spin   128.64 kcal per mole
Largest force on an atom   0.09536 Eh/bohr
HOMO level   -12.570 eV
Net charge   +1

5.
Formula: C6H5N3O
Source: OMol25
Level of theory: ωB97M-V/def2-TZVPD

```
15
Properties=species:S:1:pos:R:3:forces:R:3
C -0.602550 -2.776094 1.062496 1.91 -2.18 2.19
C -1.315088 -2.170126 0.310907 -1.15 1.03 -1.07
C 1.036197 1.749413 1.304906 1.07 -0.47 -0.95
C 0.169939 0.845729 0.790478 0.42 0.68 -0.16
C 1.327411 1.801098 -0.882057 0.26 -0.42 2.34
C -0.334802 0.055798 -1.454966 -1.41 -0.67 1.00
N 1.778435 2.284267 0.246465 0.27 0.60 -1.01
N 0.338203 0.892897 -0.596934 -1.37 -1.19 0.09
N -2.052598 -1.302272 -0.354130 0.16 0.25 -1.35
O -0.427974 -0.123559 -2.604042 0.68 0.51 -0.31
H -0.007325 -3.424840 1.755699 -1.03 1.18 -1.28
H 1.421096 1.915824 2.316613 -0.80 0.05 -0.46
H -0.517976 0.173514 1.206411 -0.77 -0.64 0.47
H 1.706109 1.745976 -1.862772 0.64 0.87 -0.89
H -2.519077 -1.667625 -1.239075 1.13 0.40 1.38
```
Forces are in eV/Å.

HOMO-LUMO gap (spin up / spin down)   6.89 / 8.78 eV
Energy above the lowest of the compared OMol25 structures with the same formula, charge and spin   123.92 kcal per mole
Largest force on an atom   0.07063 Eh/bohr
HOMO level (spin up / spin down)   -8.192 / -9.071 eV
Net charge   0

6.
Formula: C28H24N5O2RuS
Source: OMol25
Level of theory: ωB97M-V/def2-TZVPD

```
61
Properties=species:S:1:pos:R:3:forces:R:3
Ru -1.293069 0.519515 0.133139 -0.17 -0.01 -0.33
C -1.491769 4.614415 2.238339 -0.20 -0.24 0.05
C -1.062869 3.196715 1.930539 -0.76 0.35 0.04
O -1.914369 2.357815 1.584639 0.11 0.08 -0.01
C 0.326031 2.935815 2.087639 0.57 -0.87 -0.28
C 0.900431 1.674915 2.048339 0.88 0.87 0.74
C 2.311731 1.450715 2.498739 -0.02 0.08 0.00
N 0.198631 0.596715 1.703139 -1.51 -0.81 -0.79
N 0.668431 -0.584685 2.021539 1.46 -0.01 0.97
C -0.061369 -1.608085 1.592739 -0.31 0.49 -0.13
O -1.083069 -1.409685 0.860539 -0.22 -0.02 -0.21
C 0.343731 -2.968685 1.961839 -0.09 -0.26 -0.01
C -0.412269 -4.048285 1.498639 0.04 0.22 -0.05
C -0.031869 -5.339585 1.807339 0.01 -0.09 0.03
C 1.094431 -5.564585 2.586239 0.02 0.01 -0.01
C 1.843531 -4.495785 3.058039 0.01 -0.09 0.01
C 1.472731 -3.201085 2.750939 -0.08 0.17 -0.09
H -2.575369 4.696315 2.255539 -0.01 -0.06 0.01
H -1.099769 5.295315 1.481639 0.10 0.01 -0.04
H -1.087269 4.918615 3.203039 0.00 0.08 0.00
H 0.949331 3.766215 2.379439 0.10 0.02 0.02
H 2.840431 2.387115 2.636939 0.01 0.11 0.01
H 2.835131 0.828915 1.773739 0.06 -0.02 0.01
H 2.295231 0.903815 3.441739 0.07 -0.02 0.00
H -1.285069 -3.851885 0.892539 -0.04 -0.03 -0.03
H -0.606769 -6.177585 1.441839 -0.06 -0.02 -0.02
H 1.394631 -6.575685 2.823839 -0.01 -0.04 0.01
H 2.717931 -4.681885 3.664539 0.04 0.03 0.04
H 2.045931 -2.360485 3.109439 0.05 0.06 0.03
N 1.739431 2.136215 -2.684261 -0.33 0.20 0.02
C 2.627831 1.133515 -2.376761 0.04 -0.73 0.46
C 3.895831 0.826415 -2.847761 0.06 0.01 -0.04
C 4.495631 -0.299285 -2.320761 0.01 0.18 -0.06
C 3.861131 -1.097685 -1.361661 -0.08 -0.09 0.05
C 2.597331 -0.806785 -0.896761 -0.01 0.08 -0.04
C 1.975931 0.329015 -1.412561 0.66 0.23 -0.52
N 0.737231 0.857915 -1.168861 -0.93 0.57 -0.12
C 0.623131 1.925015 -1.939461 0.57 -0.64 0.21
C -0.582769 2.714215 -1.937061 -0.41 0.87 -0.54
C -0.911269 3.815315 -2.680861 -0.05 -0.30 0.33
S -2.486069 4.360015 -2.288461 0.21 -0.59 0.37
C -2.619169 3.084915 -1.146361 -0.08 0.46 -0.39
N -1.571569 2.319915 -1.072361 -0.07 -0.28 0.11
H 1.899231 2.878915 -3.344661 -0.07 -0.01 0.05
H 4.384531 1.429215 -3.597661 0.08 0.05 -0.05
H 5.483731 -0.572685 -2.654161 0.10 -0.03 -0.06
H 4.377031 -1.972385 -0.997561 0.02 -0.08 0.08
H 2.097031 -1.426585 -0.169161 -0.01 -0.08 0.08
H -0.329369 4.330215 -3.418761 0.17 0.06 -0.15
H -3.499369 2.943515 -0.546661 -0.11 -0.05 0.12
C -4.231269 -2.189285 -2.471861 -0.13 -0.15 -0.07
C -4.663169 -1.683185 -1.256861 0.05 0.20 0.10
C -3.844269 -0.820285 -0.539361 -0.42 -0.02 0.10
C -2.603669 -0.483985 -1.045961 0.51 0.41 0.49
C -2.164069 -0.985885 -2.255861 0.00 -0.08 -0.35
C -2.998469 -1.826785 -2.983361 0.23 0.11 -0.03
H -4.850969 -2.885385 -3.018461 -0.08 0.01 -0.05
H -5.630069 -1.953085 -0.862261 -0.11 -0.06 0.03
H -4.188469 -0.418885 0.410439 0.07 -0.10 -0.01
H -1.181369 -0.732285 -2.638961 0.01 -0.04 0.00
H -2.673069 -2.204785 -3.941561 0.02 -0.07 -0.05
```
Forces are in eV/Å.

Multiplicity   5
HOMO-LUMO gap (spin up / spin down)   7.37 / 6.76 eV
Energy above the lowest of the compared OMol25 structures with the same formula, charge and spin   17.54 kcal per mole
Largest force on an atom   0.03670 Eh/bohr
HOMO level (spin up / spin down)   -10.410 / -11.289 eV
Expectation value of S²   6.0456
Net charge   +1

7.
Formula: C9H11F9O3S
Source: OMol25
Level of theory: ωB97M-V/def2-TZVPD

```
33
Properties=species:S:1:pos:R:3:forces:R:3
O -0.757920 -1.852575 3.156994 2.15 -0.64 3.23
C -1.324052 -1.868165 2.160114 -2.15 0.57 -2.39
O -2.482776 -1.122438 1.982540 0.60 0.43 -0.47
C -2.494903 -0.719263 0.600832 0.30 -1.38 0.17
C -1.863300 -1.988993 0.027023 -2.19 -1.50 -1.14
C -1.490863 -2.099162 -1.452286 1.11 -0.28 0.38
C -0.052616 -1.682794 -1.857796 -0.52 0.64 -0.38
C 0.654272 -0.659919 -0.956440 0.45 0.14 0.36
C 0.322598 0.816325 -1.265464 -0.16 -0.50 0.29
C 1.472440 1.813178 -1.119159 -1.21 -0.05 -1.14
F 2.657329 1.329034 -1.474893 0.86 -0.59 0.53
F 1.230752 2.769730 -2.070172 -0.17 0.65 0.07
C 1.529330 2.640595 0.197316 -0.14 -0.33 -0.81
F 2.480423 3.532491 0.076784 1.23 0.47 0.04
F 0.404583 3.332898 0.261353 -1.24 -0.03 0.28
S 1.734567 1.711663 1.810594 1.35 0.99 1.89
F 1.147340 2.971381 2.591451 -0.14 -0.10 -0.14
F 0.280220 1.098538 1.725325 -0.03 -0.25 -0.54
F 2.409258 0.469766 1.109615 -0.49 -0.25 -0.42
F 3.190211 2.336161 2.004108 -0.03 -0.16 -0.10
F 1.922815 0.985445 3.196172 -0.22 -0.14 -0.07
O -0.994321 -2.549318 1.026744 0.26 1.49 -0.05
H -1.981533 0.233584 0.450096 -0.09 -0.11 0.10
H -3.520518 -0.743538 0.230481 0.08 0.66 0.16
H -2.725943 -2.678775 0.093021 0.08 0.20 -0.13
H -2.260559 -1.572310 -2.028487 0.13 0.14 0.25
H -1.611357 -3.154367 -1.723479 0.00 0.18 0.00
H -0.118186 -1.223892 -2.856296 0.09 -0.20 0.11
H 0.568568 -2.568931 -2.005541 -0.06 0.07 0.37
H 0.480389 -0.823307 0.111303 -0.07 -0.31 -0.25
H 1.730702 -0.825889 -1.075494 -0.15 0.19 -0.09
H -0.049107 0.896930 -2.291852 0.33 0.14 0.05
H -0.487843 1.195913 -0.634506 0.06 -0.12 -0.13
```
Forces are in eV/Å.

HOMO-LUMO gap   11.47 eV
Largest force on an atom   0.07644 Eh/bohr
HOMO level   -10.972 eV
Net charge   0

Looking at calculated total energy for the records above, in order, we have -340.7603 -645.3351 -198.8595 -536.0587 -470.9489 -1998.4851 -1872.1716 Eh.